No. 1
ORCA calculation (ωB97M-V/def2-TZVPD) on C2H6BrP as an isolated structure.

Each line ends with the Löwdin charge.
CARTESIAN COORDINATES (ANGSTROEM)
C (-1.06, 1.47, -0.04)  -0.07
C (1.16, -0.47, 0.54)  -1.03
P (0.57, -1.82, -0.23)  0.70
Br (2.60, 0.42, -0.10)  0.62
H (-0.95, 0.48, 0.28)  -0.08
H (-2.04, 1.73, 0.14)  -0.03
H (-0.32, 2.23, 0.13)  0.02
H (-1.12, 1.23, -1.23)  0.09
H (-0.15, -2.38, 0.84)  -0.07
H (1.33, -2.90, -0.32)  -0.14

Calculated values
E in eV: -81497.7119
HOMO level in eV: -8.399

No. 2
ORCA calculation (ωB97M-V/def2-TZVPD) on C20H56LiO14 as an isolated structure.

Each line ends with the Löwdin charge.
CARTESIAN COORDINATES (ANGSTROEM)
Li (0.17, 0.23, -2.69)  0.62
C (-0.80, 0.05, 1.23)  -0.07
C (0.32, 0.58, 0.32)  -0.48
O (0.62, -0.28, -0.71)  -0.35
H (-0.98, 0.79, 2.02)  0.05
H (-0.55, -0.97, 1.54)  0.05
H (-1.70, -0.10, 0.61)  0.07
H (1.17, 0.89, 0.96)  0.08
H (-0.07, 1.52, -0.11)  0.06
C (-3.85, 0.57, -3.80)  -0.15
C (-3.04, -0.02, -2.67)  -0.53
O (-1.76, -0.34, -3.08)  -0.40
H (-4.82, 0.90, -3.39)  0.05
H (-4.13, -0.14, -4.58)  0.05
H (-3.41, 1.45, -4.27)  0.05
H (-3.56, -0.86, -2.20)  0.08
H (-3.03, 0.75, -1.86)  0.07
C (2.84, 0.37, -3.43)  -0.07
C (2.32, -0.43, -4.61)  -0.46
C (2.77, -1.89, -4.56)  -0.05
O (0.88, -0.42, -4.53)  -0.09
H (3.94, 0.36, -3.43)  0.08
H (2.50, -0.08, -2.49)  0.07
H (2.52, 1.41, -3.47)  0.07
H (2.67, 0.00, -5.55)  0.13
H (2.19, -2.54, -3.91)  0.09
H (3.79, -2.00, -4.16)  0.08
H (2.83, -2.32, -5.56)  0.07
H (0.53, -0.34, -5.42)  0.10
C (-0.98, 4.51, 4.08)  -0.07
C (-0.30, 4.24, 2.78)  -0.51
C (0.59, 5.41, 2.38)  -0.06
O (0.54, 3.09, 2.79)  -0.04
H (-1.79, 3.79, 4.26)  0.08
H (-1.51, 5.47, 4.03)  0.08
H (-0.33, 4.58, 4.95)  0.08
H (-1.09, 4.18, 2.02)  0.12
H (1.36, 5.06, 1.69)  0.08
H (1.15, 5.86, 3.21)  0.08
H (0.08, 6.24, 1.90)  0.08
H (-0.01, 2.31, 2.90)  0.06
C (1.94, -2.80, 1.74)  -0.22
C (2.97, -2.58, 0.61)  -0.28
O (2.48, -2.36, -0.68)  -0.09
O (1.12, -3.92, 1.38)  -0.07
H (1.20, -1.99, 1.74)  0.09
H (2.43, -2.89, 2.71)  0.11
H (3.65, -3.44, 0.58)  0.11
H (3.66, -1.76, 0.86)  0.09
H (1.97, -1.50, -0.63)  0.04
H (1.61, -4.73, 1.55)  0.08
C (-1.52, -3.75, 3.51)  -0.22
C (-2.31, -4.74, 4.37)  -0.23
O (-2.35, -4.25, 5.71)  -0.08
O (-2.19, -2.48, 3.51)  -0.08
H (-1.55, -4.07, 2.46)  0.12
H (-0.45, -3.66, 3.70)  0.12
H (-1.92, -5.76, 4.31)  0.12
H (-3.35, -4.82, 4.04)  0.12
H (-1.47, -4.25, 6.09)  0.08
H (-2.00, -2.12, 4.38)  0.10
C (5.07, 0.55, -0.14)  -0.21
C (4.41, 1.36, 0.98)  -0.24
O (4.78, 2.71, 0.89)  -0.06
O (6.50, 0.75, -0.10)  -0.09
H (4.80, 1.00, -1.10)  0.10
H (4.91, -0.52, -0.23)  0.10
H (4.80, 0.99, 1.93)  0.12
H (3.33, 1.19, 0.99)  0.10
H (4.44, 3.08, 0.07)  0.09
H (6.64, 1.69, -0.24)  0.06
C (-1.54, 3.61, -2.00)  -0.21
C (-0.24, 3.65, -2.77)  -0.21
O (0.47, 2.48, -2.36)  -0.12
O (-1.22, 3.89, -0.64)  -0.09
H (-2.01, 2.63, -2.08)  0.11
H (-2.27, 4.38, -2.29)  0.12
H (0.31, 4.58, -2.60)  0.12
H (-0.33, 3.58, -3.85)  0.12
H (0.50, 2.47, -1.39)  0.05
H (-1.62, 3.29, -0.02)  0.07
C (-4.31, -3.15, 0.98)  -0.27
C (-4.92, -3.24, -0.41)  -0.28
O (-3.95, -3.66, -1.33)  -0.04
O (-3.26, -2.21, 1.00)  -0.06
H (-3.99, -4.19, 1.16)  0.11
H (-5.03, -2.84, 1.73)  0.12
H (-5.33, -2.27, -0.70)  0.12
H (-5.72, -3.98, -0.26)  0.11
H (-4.32, -3.65, -2.21)  0.09
H (-2.89, -2.13, 1.90)  0.04

Calculated values
E in eV: -50516.5879
Total charge: -1
HOMO level in eV: -3.373

No. 3
ORCA calculation (ωB97M-V/def2-TZVPD) on a 12-piece molecular cluster, C22H56Br6F2N3O9S2 overall.

Each line ends with the Löwdin charge.
CARTESIAN COORDINATES (ANGSTROEM)
N (1.38, -2.41, -1.71)  0.26
H (2.35, -2.18, -1.39)  0.08
H (1.36, -2.35, -2.73)  0.13
H (0.70, -1.72, -1.26)  0.07
H (1.10, -3.37, -1.48)  0.13
N (-1.84, -0.53, -2.96)  0.28
H (-2.79, -0.82, -2.65)  0.08
H (-1.19, -0.52, -2.10)  0.07
H (-1.80, 0.42, -3.34)  0.14
H (-1.43, -1.20, -3.61)  0.13
N (-0.45, -0.65, -0.51)  -0.35
S (-0.28, 0.73, 0.34)  0.49
O (0.67, 0.65, 1.40)  -0.28
O (-1.49, 1.46, 0.49)  -0.23
F (0.56, 1.50, -0.78)  -0.17
S (-0.93, -1.68, 0.70)  0.49
O (-1.94, -1.22, 1.55)  -0.21
O (0.14, -2.44, 1.18)  -0.24
F (-1.68, -2.66, -0.31)  -0.18
Br (3.00, -1.75, 3.83)  0.80
C (1.37, -0.69, 4.13)  -0.66
C (0.24, -1.63, 4.39)  -0.67
Br (-1.29, -0.59, 5.03)  0.69
H (1.24, -0.07, 3.25)  -0.01
H (1.61, -0.10, 5.01)  0.05
H (0.46, -2.32, 5.19)  0.05
H (-0.08, -2.13, 3.49)  0.02
Br (0.58, 5.44, -3.76)  0.66
C (0.78, 5.99, -1.90)  -0.67
C (1.44, 4.85, -1.20)  -0.72
Br (1.79, 5.35, 0.64)  0.70
H (-0.22, 6.22, -1.55)  0.03
H (1.39, 6.88, -1.87)  0.06
H (2.42, 4.68, -1.65)  0.05
H (0.86, 3.94, -1.23)  0.03
Br (-1.72, 3.80, 4.12)  0.67
C (-0.16, 2.93, 3.39)  -0.75
C (1.08, 3.60, 3.85)  -0.70
Br (2.63, 2.61, 3.24)  0.70
H (-0.25, 2.89, 2.31)  0.01
H (-0.24, 1.88, 3.69)  0.00
H (1.15, 3.70, 4.93)  0.06
H (1.13, 4.63, 3.49)  0.03
C (-2.10, 4.87, 0.02)  -0.10
C (-2.30, 4.37, -1.25)  -0.12
C (-2.81, 5.16, -2.26)  -0.12
C (-3.13, 6.47, -1.98)  -0.10
C (-2.83, 7.02, -0.75)  -0.09
C (-2.35, 6.21, 0.26)  -0.08
H (-1.70, 4.22, 0.79)  0.07
H (-2.07, 3.32, -1.43)  0.09
H (-2.84, 4.80, -3.28)  0.10
H (-3.56, 7.09, -2.76)  0.11
H (-2.94, 8.09, -0.60)  0.11
H (-2.09, 6.66, 1.21)  0.11
C (3.09, 0.92, -2.93)  -0.07
C (2.04, 1.45, -3.91)  -0.26
O (0.78, 0.70, -3.90)  -0.12
H (2.71, 0.98, -1.91)  0.06
H (4.00, 1.50, -3.07)  0.09
H (3.26, -0.15, -3.12)  0.06
H (2.42, 1.39, -4.94)  0.12
H (1.83, 2.50, -3.73)  0.08
H (0.99, -0.16, -4.28)  0.06
C (-2.78, -7.29, 0.55)  -0.08
C (-1.41, -6.63, 0.55)  -0.33
O (-1.15, -5.92, -0.65)  -0.11
H (-2.78, -8.08, 1.30)  0.08
H (-2.93, -7.77, -0.42)  0.08
H (-3.58, -6.59, 0.74)  0.07
H (-0.62, -7.36, 0.66)  0.12
H (-1.36, -5.93, 1.39)  0.10
H (-1.90, -5.37, -0.90)  0.06
C (-5.06, -1.44, 0.11)  -0.07
C (-4.53, -0.46, -0.88)  -0.27
O (-4.48, -1.02, -2.23)  -0.12
H (-6.13, -1.58, 0.00)  0.08
H (-4.75, -1.16, 1.12)  0.09
H (-4.58, -2.41, -0.05)  0.08
H (-3.49, -0.17, -0.69)  0.08
H (-5.10, 0.47, -0.88)  0.13
H (-5.34, -1.40, -2.45)  0.10
C (1.89, -4.52, 1.67)  -0.09
C (2.90, -4.33, 0.55)  -0.30
O (3.18, -5.58, -0.10)  -0.05
H (2.29, -5.23, 2.40)  0.09
H (0.98, -4.98, 1.28)  0.06
H (1.60, -3.59, 2.16)  0.00
H (3.83, -3.93, 0.95)  0.10
H (2.51, -3.61, -0.18)  0.06
H (2.60, -5.66, -0.86)  0.07
C (4.39, -0.01, 1.29)  -0.11
C (4.12, -1.41, 0.81)  -0.31
O (3.66, -1.45, -0.58)  -0.13
H (3.55, 0.66, 1.11)  0.04
H (5.29, 0.39, 0.82)  0.08
H (4.55, -0.04, 2.37)  0.03
H (3.26, -1.82, 1.35)  0.01
H (4.96, -2.08, 1.01)  0.12
H (4.40, -1.22, -1.15)  0.10

Calculated values
E in eV: -493973.6775
Total charge: +1
HOMO level in eV: -11.128

No. 4
ORCA calculation (ωB97M-V/def2-TZVPD) on an isolated ion of composition C7H13N2S and charge +1.

Each line ends with the Löwdin charge.
CARTESIAN COORDINATES (ANGSTROEM)
C (-0.28, -2.32, -0.98)  -0.01
C (-1.30, -1.43, -1.26)  -0.22
C (0.39, -0.47, -0.11)  -0.17
C (-2.63, -1.41, -1.92)  0.01
C (2.65, 0.85, -0.01)  -0.13
C (-0.28, 2.39, 2.50)  -0.31
C (1.34, 0.85, 0.68)  -0.53
N (0.74, -1.70, -0.34)  0.14
N (-0.86, -0.29, -0.66)  0.11
S (0.11, 2.17, 0.66)  0.85
H (-0.22, -3.37, -1.19)  0.14
H (-3.33, -2.12, -1.65)  0.07
H (-3.11, -0.54, -1.71)  0.05
H (-2.51, -1.57, -3.03)  0.13
H (2.53, 0.94, -1.15)  0.12
H (3.20, 1.69, 0.38)  0.08
H (3.27, -0.05, 0.40)  0.12
H (-0.90, 3.30, 2.52)  0.04
H (0.54, 2.38, 3.20)  0.04
H (-0.98, 1.53, 2.66)  0.05
H (1.49, 0.75, 1.74)  0.08
H (1.47, -2.28, 0.03)  0.18
H (-1.33, 0.69, -0.75)  0.17

Calculated values
Structure (SMILES): CS[C@H](C)c1[nH]cc(C)[nH+]1
E in eV: -21277.7041
Total charge: +1
HOMO level in eV: -12.615